Entry 1:
C27H18AgCl5P | ωB97M-V/def2-TZVPD

strongest force on any atom	0.010	Eh/bohr
HOMO	-4.76	eV
electronic energy	-104191.5290	eV
frontier orbital gap	7.34	eV
total charge	-1

Element x y z (Å)
1 Ag -0.06999 1.23410 0.44711
2 C 1.76375 1.55738 -0.49595
3 C 2.98064 1.47216 -0.56158
4 C 4.41309 1.36493 -0.65958
5 C 5.03100 0.12208 -0.85207
6 C 6.41462 0.00576 -0.89010
7 C 7.22104 1.12883 -0.74486
8 C 6.62256 2.37274 -0.57074
9 C 5.23858 2.49055 -0.53114
10 H 4.40227 -0.75287 -0.96151
11 H 6.86767 -0.97003 -1.03002
12 H 8.30129 1.03620 -0.76444
13 H 7.23947 3.25776 -0.45857
14 H 4.77184 3.45792 -0.38990
15 C -3.78503 0.90750 -1.97414
16 P -2.18352 0.64213 -1.08933
17 C -2.66455 -0.74237 0.02856
18 C -3.92365 -0.78064 0.62145
19 C -4.23803 -1.74913 1.57172
20 C -3.29344 -2.69409 1.94437
21 C -2.02794 -2.65939 1.37042
22 C -1.71657 -1.69189 0.42674
23 C -1.29476 -0.24750 -2.43755
24 C -0.29822 0.45005 -3.11952
25 C 0.37779 -0.13756 -4.18465
26 C 0.07193 -1.43517 -4.57105
27 C -0.91658 -2.14223 -3.89397
28 C -1.59600 -1.54985 -2.83720
29 H -4.49080 1.44185 -1.33618
30 H -4.21883 -0.04240 -2.29107
31 H -3.58381 1.52650 -2.84836
32 H -4.66534 -0.03282 0.36834
33 H -5.22113 -1.75398 2.02880
34 H -3.53675 -3.44599 2.68604
35 H -1.27124 -3.37208 1.67596
36 H -0.71753 -1.66088 0.00947
37 H -0.02417 1.44199 -2.78647
38 H 1.16073 0.41258 -4.69233
39 H 0.61058 -1.90151 -5.38954
40 H -1.15481 -3.15850 -4.18763
41 H -2.36171 -2.11008 -2.31238
42 Cl -2.86280 2.72426 2.02945
43 C -1.91366 1.65277 3.06070
44 C -0.91725 0.89961 2.46871
45 C -0.24918 0.03023 3.32949
46 Cl 0.99630 -1.02939 2.68688
47 C -0.52844 -0.06279 4.69656
48 Cl 0.32887 -1.16259 5.72489
49 C -1.51797 0.75001 5.24676
50 Cl -1.86334 0.68378 6.93966
51 C -2.22724 1.61267 4.41797
52 Cl -3.47977 2.60940 5.08179

These are the Mulliken partial charges, in e, on atoms 1 to 2: -0.84, -0.62

---

Entry 2:
C6H12BrO4P | ωB97M-V/def2-TZVPD

strongest force on any atom	0.092	Eh/bohr
HOMO	-9.58	eV
electronic energy	-93936.4165	eV
frontier orbital gap	10.08	eV
total charge	0

Element x y z (Å)
1 C -0.15831 1.85246 -2.93299
2 C 0.72555 1.31318 -2.33985
3 C -1.24237 2.42486 -3.66795
4 C -0.34180 -3.12788 -0.19304
5 C -0.36492 0.96230 1.22243
6 C 2.51750 -0.98893 2.01135
7 O -0.86537 -2.56331 2.46743
8 O -0.18975 -1.75717 0.04855
9 O -0.21513 -0.19656 2.03153
10 O 1.55131 -2.02075 1.84643
11 P 0.00691 -1.70747 1.66834
12 Br 2.17292 0.51524 -1.67756
13 H -0.92091 2.59959 -4.70385
14 H -1.87536 3.25071 -3.24581
15 H -1.88135 1.56702 -3.58672
16 H -1.31308 -3.29779 -0.25982
17 H -0.10585 -3.79698 0.72187
18 H 0.24034 -3.46681 -1.09996
19 H -1.35210 1.42212 1.49792
20 H -0.46705 0.69331 0.12062
21 H 0.59774 1.55969 1.32752
22 H 3.06867 -0.96800 1.01708
23 H 3.07625 -1.34007 2.76650
24 H 2.15955 0.02773 2.22277

These are the Mulliken partial charges, in e, on atoms 1 to 2: 0.56, -0.18